# 1
2 unconnected molecules or ions with the total composition CH2N2P2 at a distorted geometry. Source: the OMol25 dataset; level of theory: ωB97M-V with the def2-TZVPD basis set.

Each line ends with the natural charge from an NBO analysis.
CARTESIAN COORDINATES (ANGSTROEM)
P  0.68935  2.90611  -1.47485  0.722
P  2.30809  1.99014  0.93688  0.520
N  1.52802  2.32801  -0.35422  -1.178
N  -1.16997  -0.24140  -1.58772  -0.295
C  -0.41578  -0.36683  -2.43321  0.061
H  3.14364  0.96199  0.27071  -0.064
H  0.25723  -0.47701  -3.26800  0.234

Computed properties:
gap between HOMO and LUMO	6.4245	eV
energy relative to the best compared isomer or geometry (same formula, charge and spin)	65.8	kcal/mol
total energy	-22624.1032	eV
HOMO energy	-7.30	eV



# 2
C7H11N in the gas phase at a distorted geometry. Source: the OMol25 dataset; level of theory: ωB97M-V with the def2-TZVPD basis set.

Each line ends with the natural charge from an NBO analysis.
CARTESIAN COORDINATES (ANGSTROEM)
N  0.89544  -0.73486  -2.31287  -0.520
C  -1.33926  0.83588  1.27052  -0.405
C  1.33284  -1.28545  -0.12036  -0.284
C  1.90507  -1.26470  -1.43570  -0.076
C  -0.25135  -0.45329  -1.56102  -0.069
C  -0.22156  1.81216  1.04214  -0.626
C  -0.00387  -0.79869  -0.27901  -0.133
C  -0.92607  -0.63062  0.91194  -0.388
H  -2.15223  0.97202  0.59710  0.199
H  -1.62099  0.89582  2.25445  0.201
H  -1.87617  -1.40846  0.90547  0.207
H  -0.49344  2.67139  1.73995  0.204
H  -0.13877  2.28280  0.01405  0.212
H  0.84019  -0.47552  -3.23343  0.405
H  0.83343  1.58765  1.26893  0.218
H  2.94663  -1.40233  -1.65391  0.216
H  1.83241  -1.58765  0.77459  0.225
H  -1.21097  -0.07146  -2.06894  0.216
H  -0.35133  -0.94468  1.88611  0.198

Computed properties:
gap between HOMO and LUMO	9.2289	eV
energy relative to the best compared isomer or geometry (same formula, charge and spin)	41.5	kcal/mol
total energy	-8925.9271	eV
HOMO energy	-8.18	eV
SMILES	CCCc1cc[nH]c1



# 3
C23H31N5O3 in the gas phase at a distorted geometry. Source: the OMol25 dataset; level of theory: ωB97M-V with the def2-TZVPD basis set.

Each line ends with the natural charge from an NBO analysis.
CARTESIAN COORDINATES (ANGSTROEM)
O  -6.25689  -0.61254  -3.04402  -0.730
O  -3.63062  -0.09834  1.51049  -0.516
O  -5.20450  -0.12812  -0.29230  -0.545
N  0.44978  3.13558  1.75257  -0.629
N  7.07805  0.74463  -1.60195  -0.421
N  -0.88401  0.47721  1.40478  -0.377
N  3.27561  -1.13170  -1.43958  -0.830
N  0.72160  -1.75758  -0.19706  -0.438
C  2.59981  -0.06231  -0.64537  0.139
C  0.40834  0.64154  0.80078  0.098
C  -1.31754  -0.86575  1.18726  0.178
C  7.22588  1.90256  -2.41105  0.010
C  -6.63443  -0.20196  -0.54893  -0.099
C  3.27544  1.33930  -0.50775  -0.084
C  0.92902  -5.11402  0.98903  -0.407
C  1.19868  -0.41783  0.00227  0.197
C  4.79132  2.90321  -2.11642  -0.176
C  0.53256  4.46688  1.07871  -0.217
C  -1.12408  -3.49517  0.28636  -0.457
C  2.48622  2.41117  0.33340  -0.267
C  5.81021  0.59410  -0.97327  0.026
C  0.00163  -4.54652  -0.18973  -0.405
C  -2.77473  -1.22710  1.81524  -0.109
C  -6.99162  0.18731  -2.07369  -0.076
C  -0.54297  -1.98314  0.42617  0.189
C  -4.94633  -0.49804  1.10282  0.236
C  6.22724  3.02443  -2.76904  -0.262
C  4.68641  1.62104  -1.22240  -0.103
C  1.09314  2.06652  0.97473  0.178
C  -0.34310  5.48663  2.00636  -0.633
C  1.94245  -4.04607  1.63228  -0.626
H  5.64742  -0.33641  -0.31404  0.246
H  -8.12511  0.08661  -2.28413  0.171
H  2.98947  3.43599  0.44951  0.232
H  -3.16922  -2.23963  1.47202  0.201
H  -0.58138  -5.45770  -0.61079  0.211
H  -5.19535  -1.60162  1.27322  0.147
H  1.58621  4.91590  1.04836  0.197
H  -2.60619  -1.23973  2.96319  0.200
H  0.35988  -5.61621  1.84467  0.201
H  3.79226  -0.68128  -2.22472  0.378
H  6.50300  3.92043  -3.44063  0.238
H  3.95068  3.64914  -2.28632  0.246
H  0.63022  -4.16870  -1.08463  0.232
H  0.03850  4.47614  0.04166  0.188
H  1.32184  -3.16983  2.06718  0.203
H  2.57464  -1.72738  -1.90478  0.386
H  -7.23875  0.49593  0.12887  0.183
H  -0.08866  5.32373  3.12582  0.218
H  -0.54434  2.92752  1.92265  0.392
H  -0.11255  6.57813  1.76519  0.216
H  8.27176  2.02738  -2.88937  0.205
H  2.58830  -4.47946  2.48346  0.212
H  -1.50749  -3.83151  1.32363  0.218
H  -5.72900  0.10322  1.71611  0.147
H  -1.99183  -3.50260  -0.47204  0.237
H  -6.56239  -0.37100  -3.95190  0.471
H  -6.96990  -1.29953  -0.41924  0.175
H  1.58638  -5.94470  0.51544  0.206
H  -6.72979  1.29012  -2.29711  0.170
H  -1.47126  5.27215  1.91718  0.207
H  2.70002  -3.65095  0.85085  0.223

Computed properties:
gap between HOMO and LUMO	6.4244	eV
energy relative to the best compared isomer or geometry (same formula, charge and spin)	344.5	kcal/mol
total energy	-37935.4444	eV
HOMO energy	-7.03	eV
SMILES	CCCCc1nc2c(N)c(-c3cccnc3)cc(NCC)c2nc1COCOCCO



# 4
10 unconnected molecules or ions with the total composition C30H60O12. Source: the OMol25 dataset; level of theory: ωB97M-V with the def2-TZVPD basis set.

Each line ends with the Löwdin charge.
CARTESIAN COORDINATES (ANGSTROEM)
O  3.75764  2.01468  -2.20882  0.044
O  -0.63011  0.31983  -1.09435  0.113
O  -0.77145  -3.85390  6.15717  0.074
O  -0.86651  0.85978  1.08355  0.025
O  -4.05765  0.23749  3.88133  0.058
O  1.74403  -0.50719  5.05643  0.081
O  0.00736  5.41377  -3.99990  0.062
O  -3.16287  3.87595  0.56605  0.080
O  -4.12109  -1.14039  -0.68873  0.037
O  0.37634  2.10256  -0.16094  0.014
O  0.80984  -2.90959  -2.23927  0.059
O  -0.12781  -3.50886  1.03050  0.028
C  -5.70678  -1.02564  2.72132  -0.016
C  1.40249  -1.86196  -2.36610  -0.491
C  1.11097  5.11065  -4.38882  -0.499
C  5.18745  2.93439  -0.53299  -0.006
C  -0.40493  1.02306  -0.14026  -0.626
C  -4.80634  1.21907  1.86125  -0.029
C  -2.34085  -2.64990  -1.15998  -0.026
C  -2.50326  4.94057  -1.45725  -0.013
C  -3.39600  -1.17164  -2.93889  -0.014
C  -1.58482  -0.35153  1.36012  -0.009
C  -0.62736  -5.83213  0.95704  -0.012
C  1.68966  -4.85435  0.34769  -0.008
C  4.01051  0.06071  4.64229  -0.022
C  -3.34465  2.51969  -1.38082  -0.013
C  2.35598  -0.59700  2.76892  -0.019
C  -4.79418  0.15508  2.92451  -0.501
C  2.62383  -0.38109  4.24419  -0.498
C  -3.35036  -1.60405  -1.50750  -0.496
C  -1.60686  -2.48801  4.39301  -0.014
C  -3.00322  3.78220  -0.62274  -0.494
C  1.36016  4.74551  -5.83505  -0.017
C  2.13509  -1.23404  -1.21037  -0.020
C  -0.60014  -3.38006  5.06354  -0.496
C  0.26449  -4.63089  0.79861  -0.498
C  0.65733  -3.67497  4.28002  -0.024
C  0.70990  2.59071  -1.46204  -0.035
C  5.32530  0.48617  -1.33188  -0.025
C  2.29150  5.10069  -3.46705  -0.029
C  1.47536  -1.14393  -3.68949  -0.006
C  4.67843  1.83714  -1.44339  -0.488
H  2.50228  -0.84818  -3.90575  0.082
H  -1.36519  -2.16382  -1.07766  0.060
H  6.14722  3.27333  -0.93123  0.092
H  2.26028  -0.15866  -1.33319  0.061
H  5.37271  2.53317  0.46379  0.082
H  0.58113  -4.69840  3.89422  0.085
H  -5.57339  1.99790  1.90652  0.095
H  2.04735  -3.93458  -0.09877  0.055
H  -1.44572  -5.61933  1.64197  0.084
H  1.18427  3.55147  -1.30571  0.089
H  -2.51946  2.25403  -2.04702  0.073
H  0.58372  5.17041  -6.46185  0.082
H  -2.53047  -3.10983  -0.19211  0.082
H  -3.90931  -0.22007  -3.05420  0.077
H  -4.25141  2.69818  -1.96403  0.096
H  2.79373  -1.55426  2.46093  0.088
H  -0.96108  -1.23583  1.21054  0.075
H  1.62583  -1.43697  -0.26863  0.074
H  4.46919  3.74577  -0.50040  0.081
H  4.28843  0.94111  4.05652  0.079
H  -2.26408  5.77771  -0.80273  0.085
H  -1.76455  -2.79425  3.35381  0.075
H  1.79058  -5.68761  -0.34546  0.087
H  2.34356  5.08602  -6.16041  0.078
H  6.40938  0.56743  -1.46841  0.091
H  2.25627  -5.09461  1.25493  0.092
H  2.08479  5.59147  -2.51648  0.085
H  -3.85127  1.74058  1.87706  0.069
H  3.12655  -1.69784  -1.16322  0.089
H  -1.22781  -1.46302  4.38495  0.086
H  4.03774  0.32041  5.69638  0.082
H  -2.50347  -0.41020  0.78585  0.073
H  1.35900  3.65514  -5.92476  0.090
H  2.83530  0.17494  2.16520  0.076
H  -3.95475  -1.91141  -3.52299  0.093
H  1.28425  -0.63178  2.59501  0.070
H  0.86397  -0.24051  -3.61804  0.083
H  -5.45870  -1.80219  3.44237  0.079
H  0.80552  -3.03667  3.41043  0.046
H  1.34388  1.90438  -2.01565  0.066
H  -5.00548  0.76157  0.88698  0.062
H  -0.21110  2.75015  -2.02874  0.084
H  -2.30604  -3.43169  -1.92020  0.094
H  -6.73804  -0.70311  2.87667  0.089
H  4.74774  -0.72047  4.44322  0.085
H  3.18201  5.55858  -3.89473  0.083
H  -3.29567  5.25514  -2.13837  0.090
H  -0.06379  -6.68963  1.32641  0.083
H  2.52673  4.05810  -3.21445  0.065
H  5.15907  0.08946  -0.32832  0.087
H  -1.79070  -0.32929  2.42609  0.080
H  -5.59002  -1.40601  1.70620  0.070
H  -1.04803  -6.07048  -0.02280  0.093
H  -2.39773  -1.12377  -3.37891  0.083
H  1.06930  -1.79119  -4.46276  0.083
H  -3.53158  1.66815  -0.72984  0.058
H  4.95098  -0.18909  -2.09368  0.073
H  -1.60501  4.68087  -2.01658  0.052
H  1.53181  -3.62891  4.92728  0.086
H  -2.56712  -2.50040  4.90381  0.084

Computed properties:
gap between HOMO and LUMO	9.1066	eV
energy relative to the best compared isomer or geometry (same formula, charge and spin)	0.0	kcal/mol
total energy	-56653.3748	eV
HOMO energy	-8.97	eV
SMILES	COC(=O)OC.CC(C)=O.CC(C)=O.CC(C)=O.CC(C)=O.CC(C)=O.CC(C)=O.CC(C)=O.CC(C)=O.CC(C)=O



# 5
2 unconnected molecules or ions with the total composition C16H33ClN2O5Si at a distorted geometry. Source: the OMol25 dataset; level of theory: ωB97M-V with the def2-TZVPD basis set.

Each line ends with the natural charge from an NBO analysis.
CARTESIAN COORDINATES (ANGSTROEM)
Cl  3.43778  4.98849  -0.56431  -0.103
Si  0.22868  -2.65497  -0.82345  1.905
O  0.10000  -1.80586  0.66698  -0.899
O  -0.91169  -7.37062  -3.57127  -0.774
O  -0.71122  -5.87038  -1.88646  -0.826
O  1.25145  6.29802  -0.37962  -0.464
O  -2.03107  -5.41358  -3.62854  -0.812
N  -2.45251  1.37371  -0.14454  -0.638
N  1.08411  0.45252  0.51615  -0.589
C  0.02977  2.52722  3.08842  -0.627
C  -1.03734  1.20260  -0.39112  -0.254
C  -0.87668  0.04399  1.85546  -0.458
C  2.22139  0.75407  1.42739  -0.224
C  -1.12949  -6.31915  -2.96577  0.956
C  1.30044  3.07656  0.93874  -0.208
C  -1.14018  -1.28499  1.15852  -0.066
C  -0.24607  1.08395  0.92305  0.204
C  1.29886  -4.11863  -0.49854  -1.165
C  2.53702  2.25596  1.36246  -0.427
C  1.84816  5.43057  0.10414  0.582
C  -3.29511  1.12512  -1.31668  -0.415
C  0.01280  2.48127  1.55210  -0.233
C  1.43572  4.58284  1.27182  -0.519
C  1.13769  -1.48954  -2.00429  -1.161
C  -1.43396  -3.03083  -1.48598  -1.192
H  0.34859  3.51663  3.43347  0.223
H  0.67207  -4.93993  -0.13019  0.298
H  -1.58746  -1.99052  1.86840  0.206
H  1.91164  0.43495  2.42421  0.216
H  -4.20370  1.72848  -1.24140  0.212
H  2.03304  -1.05307  -1.53370  0.203
H  -1.27909  -3.48643  -2.47131  0.317
H  -0.59693  2.01344  -1.00664  0.178
H  1.51055  -2.11909  -2.82383  0.272
H  3.06272  0.12281  1.12683  0.235
H  -2.26512  -5.88106  -4.43653  0.473
H  -2.08518  -2.15336  -1.62726  0.209
H  -0.18143  -0.15274  2.68451  0.212
H  0.70344  1.79639  3.54472  0.207
H  1.33410  0.75763  -0.42792  0.419
H  0.87356  -0.58064  0.47698  0.491
H  2.87360  2.58923  2.35153  0.224
H  1.20812  3.00833  -0.15633  0.212
H  -2.63700  2.30885  0.20462  0.358
H  0.53878  -0.68613  -2.45111  0.225
H  2.16311  4.74115  2.07739  0.248
H  -0.91395  0.27227  -0.96839  0.220
H  0.47052  4.99788  1.58990  0.242
H  -1.80481  0.43820  2.27932  0.256
H  -0.96961  2.34913  3.49974  0.231
H  -1.85383  -1.15905  0.33791  0.198
H  -0.83075  3.10758  1.22433  0.220
H  2.10371  -3.91452  0.21997  0.224
H  1.73309  -4.48302  -1.43727  0.269
H  -2.80457  1.37150  -2.27104  0.180
H  -1.95480  -3.78348  -0.88855  0.284
H  3.35880  2.44042  0.66402  0.241
H  -3.58977  0.06984  -1.34108  0.205

Computed properties:
gap between HOMO and LUMO	6.2161	eV
energy relative to the best compared isomer or geometry (same formula, charge and spin)	0.0	kcal/mol
total energy	-50746.2278	eV
HOMO energy	-6.72	eV



# 6
C5H6O2 in the gas phase at a distorted geometry. Source: the OMol25 dataset; level of theory: ωB97M-V with the def2-TZVPD basis set.

Each line ends with the natural charge from an NBO analysis.
CARTESIAN COORDINATES (ANGSTROEM)
O  1.58512  -0.62477  1.56819  -0.504
O  -2.28873  -0.20386  0.70540  -0.504
C  0.98381  -0.00956  0.73357  0.604
C  -0.55883  -0.44449  -1.00238  -0.522
C  -1.21713  0.12719  0.27168  0.607
C  -0.16608  0.95910  1.02404  -0.634
C  0.97242  -0.36945  -0.76134  -0.519
H  -0.07959  2.00465  0.67464  0.258
H  -0.91162  -1.47316  -1.09014  0.244
H  -0.36495  0.92974  2.09157  0.254
H  -0.88881  0.08986  -1.89989  0.242
H  1.45515  0.34673  -1.44240  0.235
H  1.47924  -1.33197  -0.87293  0.238

Computed properties:
gap between HOMO and LUMO	10.0291	eV
energy relative to the best compared isomer or geometry (same formula, charge and spin)	9.6	kcal/mol
total energy	-9376.6788	eV
HOMO energy	-9.63	eV
SMILES	O=C1CCC(=O)C1